Density functional theory data (the ωB97M-V functional and the def2-TZVPD basis) for a molecular structure, CH6O3Si in a non-equilibrium geometry.

```
! RIJCOSX wB97M-V def2-TZVPD def2/J DEFGRID3
* xyz 0 1
C -0.65150 1.25433 0.12128
O -0.50390 0.14677 0.53130
O -1.74096 1.87770 0.32071
O 2.20999 0.56178 -0.17400
Si 1.56014 -0.71321 0.35178
H 0.21986 1.73044 -0.27233
H -0.87205 -2.17465 -0.68351
H -2.04865 2.55986 -0.23262
H -0.81306 -2.58069 -1.30387
H 1.47295 -0.72466 1.82956
H 1.16718 -1.93767 -0.48831
*
```

Summary:
Kohn-Sham gap	9.713	eV
relative energy (zero: lowest compared OMol25 entry of this formula, charge and spin)	135.7	kcal per mole
LUMO energy	0.22	eV
E	-15152.8311	eV
maximum force	3.13	eV/Å

natural (NBO) population analysis, charges in e, atoms 1 to 6: atom 1 (C): 0.674, atom 2 (O): -0.605, atom 3 (O): -0.652, atom 4 (O): -1.254, atom 5 (Si): 1.598, atom 6 (H): 0.169

---

Density functional theory data (the ωB97M-V functional and the def2-TZVPD basis) for a molecular structure, CH6O4Si in a non-equilibrium geometry.

```
! RIJCOSX wB97M-V def2-TZVPD def2/J DEFGRID3
* xyz 0 1
C -0.53184 1.25850 -1.07116
O 0.62678 1.56344 -0.89391
O -0.96781 0.05588 -1.25380
O -1.48252 2.18799 -1.05567
O -0.29120 -0.03654 1.20116
Si -0.55593 -1.03095 -0.02804
H 0.46385 0.56148 0.99308
H 2.89099 -2.26423 1.52006
H -0.98709 3.03744 -0.90021
H -1.96001 -1.46325 0.16853
H 0.61377 -1.74454 -0.45815
H 2.18103 -2.12523 1.77810
*
```

Summary:
Kohn-Sham gap	11.700	eV
relative energy (zero: lowest compared OMol25 entry of this formula, charge and spin)	10.5	kcal per mole
LUMO energy	0.72	eV
E	-17203.2164	eV
maximum force	1.96	eV/Å

natural (NBO) population analysis, charges in e, atoms 1 to 6: atom 1 (C): 0.995, atom 2 (O): -0.687, atom 3 (O): -0.825, atom 4 (O): -0.663, atom 5 (O): -1.099, atom 6 (Si): 1.656

---

Density functional theory data (the ωB97M-V functional and the def2-TZVPD basis) for 2 unconnected molecules or ions with the total composition CH6OS2.

```
! RIJCOSX wB97M-V def2-TZVPD def2/J DEFGRID3
* xyz 0 1
C 1.49343 -0.48228 0.90977
O 0.97961 0.53098 0.06148
H 1.94886 -1.24184 0.27067
H 2.29764 -0.10554 1.54528
H 0.67730 -0.91592 1.46754
H 1.23851 1.42169 0.30879
S -2.85432 1.00153 -1.02985
S -1.67150 -0.51137 -1.80768
H -3.59683 0.21827 -0.23684
H -0.51270 0.08448 -1.48919
*
```

Summary:
Kohn-Sham gap	9.190	eV
relative energy (zero: lowest compared OMol25 entry of this formula, charge and spin)	15.4	kcal per mole
LUMO energy	0.56	eV
SMILES	CO.SS
E	-24851.5604	eV
maximum force	0.82	eV/Å

natural (NBO) population analysis, charges in e, atoms 1 to 6: atom 1 (C): -0.244, atom 2 (O): -0.750, atom 3 (H): 0.175, atom 4 (H): 0.171, atom 5 (H): 0.176, atom 6 (H): 0.479

---

Density functional theory data (the ωB97M-V functional and the def2-TZVPD basis) for 2 unconnected molecules or ions with the total composition CH6OS2 in a non-equilibrium geometry.

```
! RIJCOSX wB97M-V def2-TZVPD def2/J DEFGRID3
* xyz 0 1
C 2.22017 -2.94375 1.62388
O 3.24644 -3.45583 0.75914
H 1.40619 -2.62414 0.98122
H 1.86421 -3.73237 2.29567
H 2.62376 -2.15135 2.25476
H 4.09834 -3.34011 1.22140
S -1.19514 2.52170 -1.13767
S -1.76538 0.84940 -0.22682
H 0.14637 2.53485 -0.94648
H -1.89560 1.26341 1.06536
*
```

Summary:
Kohn-Sham gap	10.055	eV
relative energy (zero: lowest compared OMol25 entry of this formula, charge and spin)	16.9	kcal per mole
LUMO energy	0.47	eV
SMILES	CO.SS
E	-24851.4925	eV
maximum force	1.42	eV/Å

natural (NBO) population analysis, charges in e, atoms 1 to 6: atom 1 (C): -0.248, atom 2 (O): -0.725, atom 3 (H): 0.184, atom 4 (H): 0.161, atom 5 (H): 0.164, atom 6 (H): 0.463

---

Density functional theory data (the ωB97M-V functional and the def2-TZVPD basis) for 2 unconnected molecules or ions with the total composition CH6OSi in a non-equilibrium geometry.

```
! RIJCOSX wB97M-V def2-TZVPD def2/J DEFGRID3
* xyz 0 1
C -0.06495 -0.74206 0.29676
O 1.30056 -1.00258 0.27937
Si -0.45257 0.87387 -0.56353
H -0.42977 -1.09356 2.25315
H -0.55539 -1.70218 -0.15221
H 1.75971 -0.18358 0.43783
H -0.36752 2.01053 0.41552
H 0.53642 0.95280 -1.72075
H -1.72649 0.88675 -1.24615
*
```

Summary:
Kohn-Sham gap (alpha / beta)	9.053 / 8.675	eV
relative energy (zero: lowest compared OMol25 entry of this formula, charge and spin)	123.2	kcal per mole
LUMO energy (alpha / beta)	-0.08 / -0.10	eV
E	-11054.6546	eV
maximum force	3.54	eV/Å

natural (NBO) population analysis, charges in e, atoms 1 to 6: atom 1 (C): -0.328, atom 2 (O): -0.697, atom 3 (Si): 0.822, atom 4 (H): -0.035, atom 5 (H): 0.215, atom 6 (H): 0.466

---

Density functional theory data (the ωB97M-V functional and the def2-TZVPD basis) for 2 unconnected molecules or ions with the total composition CH6P2S in a non-equilibrium geometry.

```
! RIJCOSX wB97M-V def2-TZVPD def2/J DEFGRID3
* xyz 0 1
C 0.45937 0.91289 -1.51056
P -2.15408 0.23119 0.00554
P 1.62484 1.37991 -0.20471
S 2.60384 -0.35293 0.40793
H 0.42761 -0.11008 -1.99915
H 0.14685 1.66818 -2.07973
H -1.15721 0.82982 0.95853
H -1.57741 -1.10622 0.05086
H 0.62137 1.33816 0.92700
H 3.66887 0.31388 -0.04032
*
```

Summary:
Kohn-Sham gap (alpha / beta)	7.979 / 7.449	eV
relative energy (zero: lowest compared OMol25 entry of this formula, charge and spin)	74.8	kcal per mole
LUMO energy (alpha / beta)	-0.71 / -1.06	eV
E	-30543.1531	eV
maximum force	4.91	eV/Å

natural (NBO) population analysis, charges in e, atoms 1 to 6: atom 1 (C): -0.660, atom 2 (P): 0.078, atom 3 (P): 0.434, atom 4 (S): -0.282, atom 5 (H): 0.219, atom 6 (H): 0.173